Computed, not measured: a molecular structure, C47H44N6O3S5Tl, with ωB97M-V/def2-TZVPD.

Positions of all 106 atoms, in Å:
1 Tl 0.200 -0.097 0.058
2 O 1.895 -2.108 -0.530
3 C 1.882 -2.730 -1.644
4 C 3.092 -2.970 -2.369
5 C 3.111 -3.601 -3.599
6 C 1.932 -4.075 -4.178
7 C 0.747 -3.910 -3.476
8 C 0.683 -3.255 -2.248
9 C -0.594 -3.246 -1.535
10 N -0.826 -2.508 -0.524
11 N -2.016 -2.703 0.141
12 C -1.944 -2.154 1.347
13 O -0.942 -1.620 1.893
14 C -3.252 -2.148 2.098
15 C -3.441 -1.176 3.076
16 C -4.655 -1.067 3.741
17 C -5.691 -1.943 3.446
18 C -5.502 -2.930 2.486
19 C -4.291 -3.029 1.813
20 H 4.015 -2.631 -1.908
21 H 4.059 -3.746 -4.108
22 H 1.944 -4.571 -5.141
23 H -0.179 -4.300 -3.895
24 H -1.341 -3.982 -1.858
25 H -2.612 -0.512 3.293
26 H -4.798 -0.289 4.483
27 H -6.642 -1.861 3.960
28 H -6.303 -3.622 2.254
29 H -4.141 -3.789 1.058
30 C 3.665 -1.249 1.895
31 C 3.110 -0.110 2.686
32 N 1.987 0.488 2.470
33 C 1.730 1.468 3.405
34 C 2.711 1.646 4.327
35 S 3.979 0.531 4.057
36 C 0.441 2.175 3.403
37 C -0.086 2.833 4.470
38 S -1.625 3.460 4.066
39 C -1.474 2.777 2.472
40 N -0.357 2.160 2.282
41 C -2.579 2.881 1.472
42 H 3.019 -1.492 1.046
43 H 3.744 -2.134 2.530
44 H 4.668 -1.012 1.531
45 H 2.753 2.355 5.138
46 H 0.327 2.957 5.457
47 H -3.064 3.857 1.516
48 H -3.331 2.114 1.666
49 H -2.185 2.700 0.472
50 S -1.370 1.954 -2.291
51 C -2.279 0.792 -3.040
52 N -2.161 0.491 -4.354
53 C -3.004 -0.536 -4.956
54 C -4.381 -0.426 -4.367
55 N -4.267 -0.667 -2.947
56 C -5.231 -1.560 -2.316
57 C -5.046 -2.995 -2.750
58 C -4.173 -3.812 -2.039
59 C -3.957 -5.122 -2.444
60 C -4.604 -5.629 -3.564
61 C -5.484 -4.822 -4.273
62 C -5.705 -3.514 -3.863
63 C -3.324 0.019 -2.235
64 S -3.305 0.022 -0.604
65 C -1.253 1.194 -5.254
66 C 0.034 0.481 -5.618
67 C 1.211 1.216 -5.625
68 C 2.408 0.639 -6.021
69 C 2.452 -0.699 -6.376
70 C 1.284 -1.449 -6.359
71 C 0.082 -0.858 -6.001
72 H -2.612 -1.538 -4.754
73 H -3.027 -0.373 -6.033
74 H -5.035 -1.171 -4.812
75 H -4.801 0.569 -4.564
76 H -6.247 -1.225 -2.550
77 H -5.074 -1.466 -1.244
78 H -3.625 -3.399 -1.192
79 H -3.268 -5.744 -1.885
80 H -4.425 -6.649 -3.881
81 H -5.999 -5.210 -5.143
82 H -6.422 -2.903 -4.403
83 H -0.997 2.136 -4.779
84 H -1.824 1.409 -6.162
85 H 1.192 2.251 -5.303
86 H 3.315 1.232 -6.025
87 H 3.391 -1.162 -6.652
88 H 1.308 -2.499 -6.619
89 H -0.815 -1.463 -6.008
90 C 4.496 0.655 -2.962
91 S 3.094 0.231 -1.897
92 O 1.884 0.343 -2.758
93 C 3.155 1.754 -0.930
94 C 4.085 1.888 0.093
95 C 4.071 3.027 0.885
96 C 3.124 4.019 0.652
97 C 2.188 3.865 -0.363
98 C 2.196 2.725 -1.156
99 H 4.372 1.662 -3.359
100 H 4.481 -0.090 -3.759
101 H 5.415 0.568 -2.380
102 H 4.802 1.094 0.280
103 H 4.783 3.131 1.694
104 H 3.110 4.906 1.273
105 H 1.436 4.628 -0.526
106 H 1.455 2.558 -1.931

**Frontier orbital gap**: 5.377 eV
**Charge**: -1
**Energy above the lowest of the compared OMol25 structures with the same formula, charge and spin**: 139.5 kJ/mol
**E_HOMO**: -3.447 eV
**Calculated total energy**: -123407.852 eV